(1)
Computed, not measured: the ion C5H12NO with charge +2 in a non-equilibrium geometry, with ωB97M-V/def2-TZVPD.

CARTESIAN COORDINATES (ANGSTROEM)
C (1.33556, -1.14206, -1.12740)
C (-0.20445, -0.99650, -1.40199)
C (-1.11682, -0.08310, -0.57111)
H (-2.00663, -0.08449, 1.52329)
H (-0.47138, -2.04540, -1.27670)
C (-1.03200, -0.09701, 1.03359)
H (1.94211, -1.19120, -2.02547)
H (2.80861, -0.22149, 0.04877)
N (-0.17579, 1.00568, 1.46361)
O (2.01004, 0.03804, -0.44702)
H (1.53645, 0.46399, 0.33012)
H (-1.48320, 2.20735, 2.44524)
H (-2.14049, -0.37600, -0.78878)
H (1.46310, -1.96433, -0.43657)
C (-0.57863, 2.15044, 1.82314)
H (-0.53328, -1.02516, 1.32900)
H (-0.93552, 0.96127, -0.81753)
H (-0.20077, -0.66858, -2.43776)
H (-0.21690, 3.06857, 1.33357)

Cartesian forces (eV/Å) of the 6 atoms listed first:
-1.04 -0.18 0.57
1.96 0.22 0.43
0.34 0.39 0.89
-0.10 0.62 -0.09
-0.57 0.07 -0.48
1.55 -2.04 -0.79

energy	-326.86566	a.u.
gap between HOMO and LUMO (alpha / beta)	10.5 / 7.7	eV
charge	+2
multiplicity	2
HOMO energy (alpha / beta)	-20.436 / -20.575	eV
relative energy (zero: lowest compared OMol25 entry of this formula, charge and spin)	73.7	kcal per mole
<S²>	0.76
molar mass	102.16	u

Partial atomic charges computed with the natural (NBO) method, in multiples of e: -0.06, -0.45, -0.39, 0.30, 0.26, -0.29, 0.26, 0.56, -0.10, -0.61, 0.54, 0.30, 0.29, 0.22, 0.12, 0.25, 0.22, 0.27, 0.30


(2)
Computed, not measured: a cluster of 2 separate species, C5H12NO2 in total in a non-equilibrium geometry, with ωB97M-V/def2-TZVPD.

CARTESIAN COORDINATES (ANGSTROEM)
C (0.81137, -0.19957, 1.62786)
C (-1.19462, 0.97910, 0.57688)
H (-1.43890, 2.03880, 0.66314)
H (3.82912, -1.25316, 0.78349)
H (-1.14250, 0.86458, -1.55150)
O (-3.08252, 1.31462, -0.90551)
H (-1.65485, 0.53450, 1.45191)
H (0.64620, 0.49611, -0.38432)
H (-2.03976, -0.47734, -0.81455)
H (-1.26843, -0.90243, -3.32546)
H (0.28831, -1.14694, 1.43038)
H (0.53853, 0.08654, 2.64697)
C (0.33383, 0.82928, 0.61863)
H (-0.35583, -1.12615, -2.12902)
H (2.16742, -1.74053, 0.04874)
N (2.27063, -0.35760, 1.61924)
O (-0.38721, -1.20637, -3.09078)
C (-1.93386, 0.65986, -0.77173)
C (2.73997, -1.16095, 0.77608)
H (0.87309, 1.76764, 0.72956)

Cartesian forces (eV/Å) of the 6 atoms listed first:
0.02 -0.08 0.29
0.18 1.27 -0.10
0.02 0.17 0.16
-0.10 -0.23 -0.33
-0.12 0.21 -0.03
0.11 -0.19 -0.13

energy	-402.89878	a.u.
gap between HOMO and LUMO	6.1	eV
charge	-1
multiplicity	1
HOMO energy	-2.618	eV
relative energy (zero: lowest compared OMol25 entry of this formula, charge and spin)	82.0	kcal per mole
molar mass	118.16	u

Partial atomic charges computed with the natural (NBO) method, in multiples of e: -0.25, -0.46, 0.21, 0.16, 0.05, -0.93, 0.17, 0.18, 0.03, 0.48, 0.17, 0.19, -0.41, 0.48, 0.15, -0.38, -0.96, 0.02, -0.08, 0.20


(3)
Computed, not measured: a cluster of 2 separate species, C5H12NO2 in total, with ωB97M-V/def2-TZVPD.

CARTESIAN COORDINATES (ANGSTROEM)
H (0.69826, 1.84299, 1.78751)
O (0.63669, -0.16254, -2.85023)
H (1.36443, -0.24908, 0.43635)
H (-0.58013, -3.23688, 1.47045)
C (-0.16404, 1.56896, 1.18226)
H (-1.18189, -1.91236, 1.02569)
H (2.15484, -1.05226, -1.74571)
H (-0.81005, -0.84005, -1.35803)
O (-1.41512, -2.76631, 1.45638)
H (-2.27397, 1.29042, 1.17871)
C (-1.36410, 1.47931, 1.73557)
H (2.20930, 0.72291, -1.90588)
H (0.09459, -1.95080, -0.62941)
N (-0.31916, -1.02765, -0.48156)
H (-1.49444, 1.66066, 2.80449)
C (1.51086, -0.13889, -1.82929)
C (0.13070, 1.33757, -0.27157)
H (0.80609, 2.10295, -0.67148)
H (-0.77014, 1.38593, -0.87522)
C (0.76729, -0.05487, -0.45903)

Cartesian forces (eV/Å) of the 6 atoms listed first:
-0.07 -0.18 0.16
-0.08 -0.06 0.00
0.48 -0.16 -0.14
0.08 -0.07 0.02
-0.12 0.36 -0.68
-0.02 -0.09 -0.27

energy	-402.92429	a.u.
gap between HOMO and LUMO	6.6	eV
charge	-1
multiplicity	1
HOMO energy	-2.787	eV
relative energy (zero: lowest compared OMol25 entry of this formula, charge and spin)	66.0	kcal per mole
molar mass	118.16	u

Partial atomic charges computed with the natural (NBO) method, in multiples of e: 0.18, -0.96, 0.15, 0.45, -0.14, 0.51, 0.06, 0.40, -0.99, 0.19, -0.43, 0.08, 0.35, -0.89, 0.18, -0.02, -0.46, 0.21, 0.22, -0.07


(4)
Computed, not measured: a cluster of 2 separate species, C5H12NO2 in total in a non-equilibrium geometry, with ωB97M-V/def2-TZVPD.

CARTESIAN COORDINATES (ANGSTROEM)
C (0.37530, -0.56614, 0.79742)
H (1.66654, 0.25971, -1.88017)
H (-0.50289, 1.15583, 1.64422)
H (1.25141, -2.21258, -0.09173)
H (1.23330, -0.44909, 1.45754)
C (2.07080, -0.40065, -1.11472)
O (2.04113, 2.19938, 0.84117)
C (-2.70452, 0.10022, 0.06424)
H (0.64391, 1.42018, 0.42436)
H (-2.71589, 0.00420, 1.17661)
H (0.28465, -1.52687, -1.29730)
C (0.93539, -1.22972, -0.47046)
N (-1.37381, 0.93164, -0.25891)
H (-2.49456, -0.87667, -0.44291)
H (2.56242, 0.19292, -0.34277)
H (-0.28497, -1.36119, 1.18356)
O (-3.70808, 0.76326, -0.42067)
H (-1.72944, 1.88117, -0.25285)
H (2.77208, -1.05725, -1.63568)
C (-0.32279, 0.77165, 0.61905)

Cartesian forces (eV/Å) of the 6 atoms listed first:
-0.98 -1.19 -1.42
-0.07 0.24 0.18
0.07 0.30 -0.23
0.63 0.16 -0.21
-0.20 0.19 0.21
-0.23 -0.68 0.22

energy	-402.71508	a.u.
gap between HOMO and LUMO	5.1	eV
charge	-1
multiplicity	1
HOMO energy	-3.928	eV
relative energy (zero: lowest compared OMol25 entry of this formula, charge and spin)	197.3	kcal per mole
molar mass	118.16	u

Partial atomic charges computed with the natural (NBO) method, in multiples of e: -0.42, 0.21, 0.18, 0.18, 0.22, -0.63, -0.58, 0.16, 0.25, 0.07, 0.20, -0.39, -0.63, 0.09, 0.24, 0.21, -0.82, 0.37, 0.19, -0.09


(5)
Computed, not measured: the ion C5H12NO2 with charge -1 in a non-equilibrium geometry, with ωB97M-V/def2-TZVPD.

CARTESIAN COORDINATES (ANGSTROEM)
H (-0.28611, -1.16813, 2.41043)
O (-1.95934, -0.02620, 2.23698)
H (0.44815, 0.09229, -1.79406)
H (0.99169, 0.56025, 0.97908)
H (-0.53141, 1.36692, 0.53844)
C (-0.56637, -0.75407, 0.31689)
O (2.78545, -0.44820, -1.41198)
H (0.32150, 1.80223, -1.46516)
H (-1.75869, -1.60245, -1.15649)
H (-2.26003, 0.49736, 1.48884)
H (-1.72461, -1.96458, 1.67782)
C (0.16969, 0.56596, 0.26961)
C (2.35380, 0.78459, -1.09638)
C (0.81683, 0.87263, -1.12168)
N (-1.67657, -0.73828, -0.64176)
H (-1.59525, 0.04749, -1.26885)
H (2.75294, 1.64043, -1.72016)
C (-1.11498, -1.05889, 1.70838)
H (2.66427, 1.07511, -0.06214)
H (0.16903, -1.54445, 0.11217)

Cartesian forces (eV/Å) of the 6 atoms listed first:
-0.01 -0.16 0.01
0.22 0.00 0.06
0.41 0.05 -0.27
-0.08 -0.01 0.41
0.13 -0.01 0.15
0.07 -0.31 0.33

energy	-402.91452	a.u.
gap between HOMO and LUMO	6.0	eV
charge	-1
multiplicity	1
SMILES	N[C@H](CO)CCC[O-]
HOMO energy	-2.345	eV
relative energy (zero: lowest compared OMol25 entry of this formula, charge and spin)	72.1	kcal per mole
molar mass	118.16	u

Partial atomic charges computed with the natural (NBO) method, in multiples of e: 0.17, -0.74, 0.20, 0.22, 0.17, -0.09, -0.96, 0.16, 0.36, 0.47, 0.15, -0.41, -0.01, -0.44, -0.88, 0.37, 0.06, -0.05, 0.06, 0.21


(6)
Computed, not measured: a structure of composition C5H12NO2 in a non-equilibrium geometry, with ωB97M-V/def2-TZVPD.

CARTESIAN COORDINATES (ANGSTROEM)
H (-1.42611, -2.03140, 0.92583)
C (-1.33772, -1.21005, 0.22159)
C (-1.31497, 0.05947, 0.75913)
H (0.81383, -1.22744, -2.47891)
C (-0.64224, -1.45803, -1.10909)
H (2.40051, 0.25450, -1.84725)
H (-1.14142, 0.94463, 0.14473)
N (-1.42608, 0.36306, 2.06801)
H (1.28177, 1.60842, 0.30186)
H (-1.35239, -1.65619, -1.93381)
H (-0.07019, 0.41877, -2.12970)
H (-1.42540, -0.44623, 2.67863)
H (2.03299, -0.42081, -0.20201)
C (1.64129, 0.16968, -1.04611)
H (-0.54661, 1.27264, 2.51274)
H (-0.06709, -2.36664, -0.87323)
O (0.46619, 1.86740, 2.33085)
O (1.40078, 1.54712, -0.78518)
C (0.41127, -0.49737, -1.74664)
H (0.30158, 2.80847, 2.20857)

Cartesian forces (eV/Å) of the 6 atoms listed first:
0.01 -0.14 -0.11
0.66 2.06 -0.49
0.06 -1.19 0.95
-0.07 1.11 -0.47
0.11 -0.31 0.97
0.03 -0.67 0.37

energy	-402.89288	a.u.
gap between HOMO and LUMO	6.5	eV
charge	-1
multiplicity	1
HOMO energy	-2.438	eV
relative energy (zero: lowest compared OMol25 entry of this formula, charge and spin)	85.7	kcal per mole
molar mass	118.16	u

Partial atomic charges computed with the natural (NBO) method, in multiples of e: 0.17, -0.48, 0.07, 0.18, -0.40, 0.15, 0.17, -0.92, 0.52, 0.17, 0.21, 0.32, 0.17, -0.06, 0.47, 0.18, -1.13, -0.78, -0.43, 0.43


(7)
Computed, not measured: a structure of composition C5H12NO2P in a non-equilibrium geometry, with ωB97M-V/def2-TZVPD.

CARTESIAN COORDINATES (ANGSTROEM)
H (2.38731, -1.42230, -1.79710)
C (1.58766, -1.25238, 1.35780)
H (0.62834, -1.75894, 1.39041)
H (1.76670, -0.72313, 2.29161)
H (-2.48524, 2.14617, 0.17212)
C (-2.62891, 1.10424, -0.09245)
C (1.42073, -0.98159, -1.56017)
H (1.00966, 2.71062, -0.19327)
H (-1.58957, 0.35497, 1.68427)
P (1.64792, -0.03533, -0.00354)
H (-1.75575, -1.17238, -0.66958)
H (0.66382, -1.75441, -1.47150)
N (0.12631, 2.24488, 0.00773)
H (-3.62715, 0.78896, 0.21780)
H (1.15349, -0.28418, -2.35217)
H (-2.55031, 1.00619, -1.17370)
H (2.39210, -1.96987, 1.19518)
O (2.86392, 0.79270, -0.02129)
C (-1.60073, 0.26507, 0.60270)
O (-1.56648, -1.07438, 0.27222)
C (0.15617, 1.01510, 0.14294)

Cartesian forces (eV/Å) of the 6 atoms listed first:
0.02 -0.08 -0.01
-0.01 0.46 -0.47
-0.11 -0.06 -0.02
0.01 0.01 0.04
0.03 0.13 -0.04
0.03 -0.19 0.26

energy	-744.28359	a.u.
gap between HOMO and LUMO	9.1	eV
multiplicity	1
HOMO energy	-8.455	eV
relative energy (zero: lowest compared OMol25 entry of this formula, charge and spin)	24.9	kcal per mole
molar mass	149.13	u

Partial atomic charges computed with the natural (NBO) method, in multiples of e: 0.25, -1.00, 0.26, 0.25, 0.25, -0.67, -0.99, 0.37, 0.18, 1.86, 0.47, 0.24, -0.62, 0.22, 0.25, 0.21, 0.25, -1.10, 0.14, -0.72, -0.08


(8)
Computed, not measured: a cluster of 2 separate species, C5H12NO3P in total in a non-equilibrium geometry, with ωB97M-V/def2-TZVPD.

CARTESIAN COORDINATES (ANGSTROEM)
C (1.82338, -0.63874, 1.01092)
C (-0.23218, 0.45141, 2.15019)
H (2.03944, -1.37198, 0.20992)
H (0.62686, 0.66624, 2.78170)
H (-2.24658, 0.76460, -2.49443)
H (-1.72723, -4.59802, 1.74246)
H (-0.54277, 0.64518, -2.81803)
O (-0.33857, 0.06759, -0.23376)
H (-3.20758, -0.14420, -0.32918)
C (0.06103, -4.16734, 2.35048)
C (0.23769, -0.47658, 1.00359)
H (1.89126, -1.18947, 1.98575)
H (-1.12362, -0.02464, 2.75749)
H (-0.61241, 1.37460, 1.79081)
O (1.11399, -4.01232, 2.83751)
P (-1.24532, -0.98135, -1.11890)
O (-2.72966, -0.93452, -0.35973)
H (-0.11651, -1.60507, 1.14130)
C (-1.44130, 0.05913, -2.60628)
H (-1.59296, -0.70093, -3.50523)
N (-0.96694, -3.94857, 1.79193)
H (2.28448, 0.39303, 1.06670)

Cartesian forces (eV/Å) of the 6 atoms listed first:
-2.55 0.22 0.71
-1.18 -2.23 1.01
0.60 0.95 0.23
-0.22 -0.07 0.42
-0.58 0.16 -0.24
-0.29 -0.05 -0.18

energy	-819.54424	a.u.
gap between HOMO and LUMO	9.3	eV
multiplicity	1
SMILES	CC(C)OP(C)O.N=C=O
HOMO energy	-8.671	eV
relative energy (zero: lowest compared OMol25 entry of this formula, charge and spin)	18.6	kcal per mole
molar mass	165.13	u

Partial atomic charges computed with the natural (NBO) method, in multiples of e: -0.64, -0.64, 0.22, 0.21, 0.23, 0.42, 0.25, -0.83, 0.48, 0.84, 0.10, 0.22, 0.22, 0.22, -0.51, 1.34, -1.00, 0.19, -1.01, 0.24, -0.75, 0.22